The following is a DFT calculation (wB97M-V/def2-TZVPD) of a single C5H7N molecule.

ORCA input file:
```
! wB97M-V def2-TZVPD RIJCOSX def2/J DEFGRID3
* xyz 0 1
C -0.424 1.032 0.739
C -0.456 -0.432 1.118
C 0.110 -1.322 0.348
C 0.649 -2.129 -0.518
N -0.094 1.535 -1.671
C 0.375 1.266 -0.524
H 0.060 1.554 1.575
H -1.430 1.452 0.623
H -0.884 -0.722 2.076
H -0.008 -2.749 -1.119
H 1.726 -2.209 -0.647
H -1.116 1.576 -1.615
H 1.465 1.169 -0.446
*
```

Output
LUMO   0.97 eV
Kohn-Sham gap   10.45 eV
ΔE to the lowest compared entry with this formula, charge and spin   54.3 kcal per mole
SMILES   [H]/N=C\CC=C=C
Maximum force   0.40 eV/A